Molecular formula: H5NO3Si
Method: DFT, the ωB97M-V functional and the def2-TZVPD basis

Cartesian coordinates (Å):
N: -0.126 -1.435 -0.508
Si: 0.094 0.118 0.093
O: -1.214 0.903 0.611
O: 0.716 0.802 -1.271
O: 1.015 0.177 1.444
H: -0.384 -2.254 -0.085
H: 0.138 -1.619 -1.456
H: -2.039 0.693 0.301
H: 0.923 1.684 -1.303
H: 0.877 0.931 2.175

Summary:
E, hartree: -573.14779
Max |F|, eV Å⁻¹: 3.98
SMILES string: N[Si](O)(O)O
Energy above the lowest of the compared OMol25 structures with the same formula, charge and spin, kcal/mol: 5.0
Molar mass, g/mol: 95.1



Molecular formula: C31H56N2O21
Method: DFT, the ωB97M-V functional and the def2-TZVPD basis

Cartesian coordinates (Å):
C: 5.640 2.995 -2.350
C: 5.391 1.584 -1.791
C: 4.756 1.568 -0.352
O: 3.728 0.583 -0.526
C: 3.651 0.240 -1.768
O: 2.808 -0.551 -2.237
O: 4.476 0.874 -2.552
H: 6.446 3.591 -1.907
H: 4.795 3.647 -2.266
H: 5.889 2.908 -3.415
H: 6.338 0.967 -1.811
H: 4.289 2.445 -0.076
H: 5.399 1.235 0.475
C: -1.233 4.788 0.903
C: 0.157 4.395 1.453
C: 0.486 2.959 1.148
O: 1.507 3.028 0.165
C: 1.867 4.293 0.012
O: 2.865 4.659 -0.597
O: 1.102 5.140 0.689
H: -1.393 5.861 0.887
H: -2.042 4.425 1.499
H: -1.236 4.356 -0.088
H: 0.228 4.681 2.478
H: -0.468 2.458 0.883
H: 0.893 2.488 1.968
C: 4.521 -2.335 0.992
O: 5.399 -2.677 -0.077
C: 6.526 -1.970 -0.284
O: 6.895 -0.945 0.563
O: 7.248 -2.352 -1.326
C: 8.297 -1.520 -1.667
H: 3.814 -1.697 0.672
H: 4.962 -1.820 1.793
H: 4.116 -3.304 1.260
H: 7.895 -0.532 -1.910
H: 8.925 -1.915 -2.454
H: 8.995 -1.410 -0.866
C: -2.409 -4.330 0.216
O: -3.191 -3.695 1.162
C: -2.758 -3.715 2.447
O: -1.638 -4.498 2.870
O: -3.612 -3.140 3.284
C: -3.441 -3.251 4.624
H: -2.902 -4.493 -0.682
H: -1.921 -5.222 0.591
H: -1.538 -3.620 -0.010
H: -3.085 -4.265 4.844
H: -4.359 -3.141 5.155
H: -2.668 -2.577 4.992
C: -4.243 -0.864 -0.858
O: -3.148 -0.704 0.007
C: -1.922 -0.556 -0.548
O: -1.764 -0.283 -1.917
O: -0.856 -0.470 0.299
C: 0.487 -0.177 -0.082
H: -4.131 -1.866 -1.316
H: -4.245 -0.045 -1.584
H: -5.091 -0.737 -0.269
H: 1.038 0.394 0.689
H: 0.536 0.462 -0.953
H: 1.150 -1.025 -0.172
C: -2.481 1.103 2.434
O: -2.613 1.884 1.284
C: -3.826 2.073 0.761
O: -4.932 1.333 1.236
O: -3.867 2.860 -0.355
C: -5.098 3.119 -0.936
H: -1.410 1.437 2.787
H: -2.587 0.060 2.291
H: -3.171 1.423 3.152
H: -5.813 3.611 -0.269
H: -5.473 2.147 -1.325
H: -4.926 3.673 -1.879
C: 1.965 -4.971 1.255
O: 2.148 -3.989 0.311
C: 1.399 -4.043 -0.825
O: 0.439 -5.036 -1.080
O: 1.605 -3.088 -1.715
C: 0.570 -2.682 -2.590
H: 2.540 -4.783 2.147
H: 2.208 -5.934 0.813
H: 0.905 -5.013 1.580
H: 0.762 -3.280 -3.459
H: 0.655 -1.570 -2.860
H: -0.399 -2.950 -2.210
C: 1.510 1.529 -4.296
C: 1.678 2.732 -3.347
C: 1.890 4.100 -4.032
C: 0.856 4.364 -5.081
N: 0.001 4.508 -5.855
H: 2.499 1.271 -4.735
H: 0.808 1.762 -5.106
H: 1.284 0.584 -3.810
H: 2.400 2.758 -2.553
H: 0.717 2.853 -2.890
H: 2.837 4.177 -4.487
H: 1.804 4.872 -3.269
C: -6.480 -2.213 2.151
C: -6.777 -0.897 2.811
C: -5.605 -0.400 3.667
C: -5.912 -0.678 5.081
N: -6.173 -0.901 6.172
H: -5.521 -2.367 1.623
H: -7.300 -2.562 1.530
H: -6.383 -2.929 2.975
H: -7.600 -1.045 3.421
H: -7.256 -0.159 2.140
H: -5.514 0.721 3.644
H: -4.585 -0.780 3.391

Summary:
E, hartree: -2904.10060
Max |F|, eV Å⁻¹: 8.80
SMILES string: C[C@H]1COC(=O)O1.C[C@H]1COC(=O)O1.COC(=O)OC.COC(=O)OC.COC(=O)OC.COC(=O)OC.COC(=O)OC.CCCC#N.CCCC#N
Energy above the lowest of the compared OMol25 structures with the same formula, charge and spin, kcal/mol: 4.9
Molar mass, g/mol: 792.8



Molecular formula: C9H30N4O5
Method: DFT, the ωB97M-V functional and the def2-TZVPD basis

Cartesian coordinates (Å):
C: 1.129 -2.744 -3.596
O: 2.361 -2.378 -3.007
C: 2.449 -1.015 -2.690
C: 3.906 -0.629 -2.486
C: 4.409 -1.175 -1.158
N: 4.035 0.842 -2.595
H: 1.268 -3.659 -4.168
H: 0.773 -1.969 -4.281
H: 0.375 -2.934 -2.822
H: 2.014 -0.364 -3.464
H: 1.861 -0.759 -1.791
H: 4.501 -1.088 -3.278
H: 5.484 -1.002 -1.039
H: 4.275 -2.256 -1.117
H: 3.893 -0.694 -0.325
H: 4.963 1.042 -2.958
H: 4.070 1.228 -1.653
C: -1.558 1.070 3.339
O: -2.345 2.226 3.260
C: -3.292 2.150 2.205
C: -3.999 3.475 2.054
C: -4.964 3.413 0.871
N: -2.991 4.548 1.845
H: -0.930 1.182 4.232
H: -0.844 1.005 2.510
H: -2.170 0.181 3.516
H: -2.775 1.902 1.266
H: -4.027 1.366 2.428
H: -4.558 3.690 2.973
H: -5.797 4.097 1.024
H: -5.420 2.421 0.807
H: -4.402 3.623 -0.035
H: -3.336 5.406 2.260
H: -2.178 4.302 2.403
N: 2.244 -3.027 0.644
C: 1.606 -1.993 1.278
N: 1.424 -2.135 2.623
O: 1.157 -1.035 0.653
H: 2.244 -2.964 -0.360
H: 2.907 -3.598 1.131
H: 1.005 -1.382 3.134
H: 1.734 -2.946 3.124
O: -2.473 -1.792 -2.663
H: -1.609 -1.574 -3.022
H: -2.338 -1.805 -1.705
O: -1.599 -0.963 -0.022
H: -0.638 -0.867 -0.078
H: -1.845 -0.422 0.732

Summary:
E, hartree: -956.13033
Max |F|, eV Å⁻¹: 1.23
SMILES string: COC[C@H](C)N.COC[C@H](C)N.NC(N)=O.O.O
Energy above the lowest of the compared OMol25 structures with the same formula, charge and spin, kcal/mol: 0.0
Molar mass, g/mol: 274.4



Molecular formula: C8H8OS
Method: DFT, the ωB97M-V functional and the def2-TZVPD basis

Cartesian coordinates (Å):
S: 2.407 -1.717 0.462
C: 0.809 -0.735 -0.516
C: 1.444 0.405 -1.209
C: 1.365 1.582 -0.568
C: 0.814 1.615 0.858
C: -0.129 0.760 1.223
C: -0.444 -0.321 0.260
C: -1.717 -0.614 -0.027
C: -2.853 -1.428 -0.387
O: -2.890 -0.296 0.525
H: 2.865 -0.532 1.125
H: 0.723 -1.635 -1.098
H: 1.908 0.480 -2.150
H: 1.701 2.495 -0.944
H: 1.022 2.445 1.612
H: -0.574 0.947 2.124
H: -3.323 -1.112 -1.259
H: -3.128 -2.340 -0.032

Summary:
E, hartree: -782.89914
Max |F|, eV Å⁻¹: 3.24
SMILES string: S[C@@H]1C=CC=C/C1=C1/CO1
Energy above the lowest of the compared OMol25 structures with the same formula, charge and spin, kcal/mol: 65.5
Molar mass, g/mol: 152.2



Molecular formula: C15H34BCl12FNO2P
Method: DFT, the ωB97M-V functional and the def2-TZVPD basis

Cartesian coordinates (Å):
N: 0.072 2.575 1.782
P: -0.561 1.403 0.931
O: -0.697 1.915 -0.668
O: 0.546 0.099 0.960
B: -2.265 0.809 1.642
C: -3.335 0.204 0.606
C: -4.591 1.117 0.328
C: -4.368 2.637 0.568
F: -3.353 3.173 -0.242
H: 0.220 3.384 1.173
H: -1.416 1.465 -1.133
H: 0.545 -0.200 0.033
H: -2.422 0.895 2.813
H: -2.777 -0.059 -0.331
H: -3.718 -0.771 1.012
H: -5.501 0.831 0.906
H: -4.850 1.000 -0.755
H: -5.307 3.159 0.243
H: -4.239 2.911 1.644
Cl: 1.486 -5.460 0.972
C: 2.761 -4.241 1.222
C: 2.326 -2.862 0.778
Cl: 2.150 -2.752 -0.993
H: 3.651 -4.571 0.691
H: 2.984 -4.231 2.289
H: 3.077 -2.127 1.068
H: 1.378 -2.575 1.230
Cl: 5.754 -5.562 1.353
C: 6.612 -6.905 0.551
C: 5.737 -7.619 -0.454
Cl: 4.418 -8.528 0.327
H: 6.972 -7.583 1.324
H: 7.482 -6.470 0.047
H: 6.333 -8.341 -1.012
H: 5.293 -6.922 -1.163
Cl: 3.597 3.325 -0.881
C: 2.206 3.414 -1.990
C: 1.659 4.819 -2.106
Cl: 0.877 5.360 -0.601
H: 1.446 2.719 -1.637
H: 2.556 3.074 -2.965
H: 0.900 4.856 -2.889
H: 2.442 5.534 -2.356
Cl: -7.463 3.049 1.164
C: -8.898 2.004 1.004
C: -8.771 1.040 -0.154
Cl: -8.823 1.871 -1.727
H: -9.772 2.645 0.899
H: -8.992 1.449 1.938
H: -9.602 0.334 -0.139
H: -7.842 0.474 -0.102
Cl: 9.641 -7.019 0.115
C: 10.906 -5.784 0.347
C: 10.447 -4.412 -0.091
Cl: 10.242 -4.307 -1.857
H: 11.793 -6.103 -0.197
H: 11.144 -5.772 1.411
H: 11.193 -3.668 0.187
H: 9.502 -4.139 0.375
Cl: -6.174 4.858 -1.266
C: -5.855 6.603 -1.423
C: -6.652 7.419 -0.430
Cl: -8.397 7.398 -0.790
H: -6.075 6.895 -2.449
H: -4.789 6.747 -1.248
H: -6.333 8.460 -0.468
H: -6.513 7.056 0.587

Summary:
E, hartree: -6785.54619
Max |F|, eV Å⁻¹: 2.99
SMILES string: N=P(O)(O)BCCCF.ClCCCl.ClCCCl.ClCCCl.ClCCCl.ClCCCl.ClCCCl
Energy above the lowest of the compared OMol25 structures with the same formula, charge and spin, kcal/mol: 29.7
Molar mass, g/mol: 746.7



Molecular formula: C8H9BrO2
Method: DFT, the ωB97M-V functional and the def2-TZVPD basis

Cartesian coordinates (Å):
C: -1.240 2.782 -0.996
O: -1.420 1.402 -0.987
C: -1.188 0.700 0.169
O: -1.180 1.419 1.321
Br: -2.915 -0.604 0.249
C: -0.075 -0.330 0.099
C: 0.178 -1.116 1.207
C: 1.173 -2.093 1.240
C: 1.976 -2.260 0.138
C: 1.815 -1.445 -1.006
C: 0.774 -0.449 -1.014
H: -1.802 2.896 -1.935
H: -0.150 3.038 -1.107
H: -1.735 3.241 -0.207
H: -1.221 0.645 2.042
H: -0.176 -0.869 2.177
H: 1.104 -2.671 2.143
H: 2.649 -3.143 0.069
H: 2.538 -1.452 -1.847
H: 0.896 0.309 -1.754

Summary:
E, hartree: -3034.67445
Max |F|, eV Å⁻¹: 3.42
SMILES string: CO[C@@](O)(Br)c1ccccc1
Energy above the lowest of the compared OMol25 structures with the same formula, charge and spin, kcal/mol: 14.6
Molar mass, g/mol: 217.1



Molecular formula: C4H12NO3
Method: DFT, the ωB97M-V functional and the def2-TZVPD basis

Cartesian coordinates (Å):
C: 1.566 0.475 0.379
C: 0.271 0.498 -0.418
C: -0.849 -0.421 -0.079
C: -1.618 0.188 1.092
O: -2.981 0.053 1.029
O: -0.943 0.563 2.037
N: 1.595 -0.236 1.766
H: 2.242 -0.186 -0.319
H: 2.144 1.504 0.329
H: 0.499 0.153 -1.485
H: 0.086 1.511 -0.319
H: -0.340 -1.533 0.225
H: -1.533 -0.622 -0.940
H: -3.435 0.172 1.834
H: 1.756 0.501 2.463
H: 0.594 -0.637 2.053
H: 2.284 -1.010 1.828
H: -1.093 -0.851 -3.816
H: -0.022 0.268 -4.144
O: -0.224 -0.390 -3.514

Summary:
E, hartree: -439.80185
Max |F|, eV Å⁻¹: 4.53
Energy above the lowest of the compared OMol25 structures with the same formula, charge and spin, kcal/mol: 45.6
Total charge: +1
Molar mass, g/mol: 122.1



Molecular formula: C6H17N2
Method: DFT, the ωB97M-V functional and the def2-TZVPD basis

Cartesian coordinates (Å):
C: 2.428 -0.454 0.505
C: 1.303 -0.529 1.581
C: 0.938 -1.997 1.865
C: 0.121 0.364 1.214
N: -0.279 0.110 -0.226
C: -1.692 0.435 -0.569
C: -1.708 1.576 -1.596
N: -1.698 0.979 -2.940
H: 2.422 -1.214 -0.283
H: 2.280 0.459 -0.078
H: 3.393 -0.511 0.988
H: 1.735 -0.091 2.467
H: 1.483 -2.693 1.231
H: -0.112 -2.136 1.566
H: 1.047 -2.372 2.878
H: -0.721 0.048 1.827
H: 0.297 1.428 1.328
H: 0.389 0.493 -0.896
H: -0.011 -0.875 -0.310
H: -2.288 -0.435 -0.798
H: -2.114 0.943 0.282
H: -0.769 2.121 -1.680
H: -2.564 2.220 -1.408
H: -1.355 1.576 -3.624
H: -2.526 0.555 -3.325

Summary:
E, hartree: -348.04721
Max |F|, eV Å⁻¹: 2.84
SMILES string: CC(C)C[NH2+]CCN
Energy above the lowest of the compared OMol25 structures with the same formula, charge and spin, kcal/mol: 27.4
Total charge: +1
Molar mass, g/mol: 117.2